1.
This record from the OMol25 dataset describes a gas-phase ion, C2H9N6 (charge +1). The level of theory is ωB97M-V with the def2-TZVPD basis set.

The geometry in XYZ format:
```
17
Properties=species:S:1:pos:R:3
C -0.01356 -0.48880 1.20659
C 1.06860 -0.60411 0.17592
N -1.12232 0.16731 0.82716
N 0.67152 0.24759 -0.88810
N -0.07941 -1.00780 2.42406
N 0.71321 -0.23785 -2.09754
N -1.04889 1.91645 -0.61269
N -0.87960 0.59208 -0.47956
H 1.90843 -0.23882 0.64004
H 1.12397 -1.69003 -0.18772
H 0.73551 -1.50085 2.80263
H -0.94240 -0.72931 2.76941
H 0.52786 -1.24139 -2.23863
H 1.11906 0.38046 -2.74207
H -0.29157 2.25638 -0.08418
H -2.00908 2.08044 -0.38963
H -1.48132 0.09824 -1.12569
```

Values from the calculation:
E_HOMO = -13.88 eV
Molar mass = 117.136 g/mol
Calculated total energy = -409.760835 Eh
Spin multiplicity = 1
Charge = +1
Orbital gap = 11.0 eV

Here are the natural (NBO) charges for atoms 1 to 2, given in e: number 1, C, carries 0.458; number 2, C, carries -0.324

=====

2.
This record from the OMol25 dataset describes 2 unconnected molecules or ions with the total composition C2H9NO. The level of theory is ωB97M-V with the def2-TZVPD basis set.

The geometry in XYZ format:
```
13
Properties=species:S:1:pos:R:3
C 1.66411 0.17626 -0.22994
N 0.25908 0.43623 0.00142
C -0.51299 0.62581 -1.20592
H 1.79441 -0.83433 -0.62331
H 2.12385 0.83503 -0.97950
H 2.22998 0.24039 0.69487
H 0.11316 1.20769 0.64120
H -0.15566 1.44433 -1.84430
H -1.57604 0.70478 -0.98929
H -0.46711 -0.27629 -1.83734
H -0.53791 -0.78465 0.97016
H -1.20738 -1.46040 2.22574
O -1.38539 -1.14986 1.33051
```

Values from the calculation:
E_HOMO = -9.29 eV
Molar mass = 63.100 g/mol
Calculated total energy = -211.573264 Eh
Spin multiplicity = 1
Charge = 0
Orbital gap = 10.3 eV

Here are the natural (NBO) charges for atoms 1 to 2, given in e: number 1, C, carries -0.411; number 2, N, carries -0.642

=====

3.
This record from the OMol25 dataset describes a molecular structure, C2H9NO. The level of theory is ωB97M-V with the def2-TZVPD basis set.

The geometry in XYZ format:
```
13
Properties=species:S:1:pos:R:3
C -2.29673 0.46530 -0.69750
C 1.47877 -0.77798 1.17155
H -0.49155 0.68088 -1.35029
H -3.21955 0.79606 -1.14964
H -2.36287 -0.65170 -0.54611
H -2.36899 0.78026 0.44785
H 1.91442 0.93913 0.25321
H 2.69873 -0.24739 -0.59901
H 0.90053 -1.66119 0.85474
H 2.50415 -0.96743 1.52835
H 1.06124 -0.18302 1.82413
N 1.53073 -0.04824 -0.12452
O -1.34888 0.87534 -1.61276
```

Values from the calculation:
E_HOMO = -9.89 eV
Molar mass = 63.100 g/mol
Calculated total energy = -211.484145 Eh
Spin multiplicity = 1
Charge = 0
Orbital gap = 10.6 eV

Here are the natural (NBO) charges for atoms 1 to 2, given in e: number 1, C, carries -0.248; number 2, C, carries -0.410

=====

4.
This record from the OMol25 dataset describes 2 unconnected molecules or ions with the total composition C2H9NO. The level of theory is ωB97M-V with the def2-TZVPD basis set.

The geometry in XYZ format:
```
13
Properties=species:S:1:pos:R:3
C 0.80099 -1.05553 1.34736
C -1.59788 1.12476 -0.36895
H 0.60084 -0.37707 -0.50299
H 1.14107 -2.23560 1.72194
H 1.06994 -0.17415 2.06027
H -0.39987 -0.95191 1.38635
H -0.64322 0.52766 -2.11619
H 0.30647 1.45583 -1.04258
H -1.26311 1.18880 0.77851
H -2.04814 2.02340 -0.78540
H -2.42246 0.43227 -0.22652
N -0.35553 0.57623 -1.10287
O 1.36607 -0.79228 0.07202
```

Values from the calculation:
E_HOMO = -9.05 eV
Molar mass = 63.100 g/mol
Calculated total energy = -211.504328 Eh
Spin multiplicity = 1
Charge = 0
Orbital gap = 9.8 eV

Here are the natural (NBO) charges for atoms 1 to 2, given in e: number 1, C, carries -0.260; number 2, C, carries -0.437

=====

5.
This record from the OMol25 dataset describes 2 unconnected molecules or ions with the total composition C2H9NO2. The level of theory is ωB97M-V with the def2-TZVPD basis set.

The geometry in XYZ format:
```
14
Properties=species:S:1:pos:R:3
C 2.37539 -0.20540 0.46903
O 2.22828 -0.06983 1.86049
C 1.43215 0.75159 -0.27187
N 0.06513 0.41220 0.18575
H 3.39137 -0.01432 0.23127
H 2.05014 -1.20946 0.17904
H 1.47379 0.43302 2.17304
H 1.64151 1.78292 0.00096
H 1.50120 0.45695 -1.30990
H 0.00534 -0.56657 0.43989
H -0.66802 0.61590 -0.47786
H -5.96121 -0.81695 -1.16079
H -4.47018 -0.42028 -1.06438
O -5.06488 -1.14977 -1.25467
```

Values from the calculation:
E_HOMO = -9.52 eV
Molar mass = 79.099 g/mol
Calculated total energy = -286.803216 Eh
Spin multiplicity = 1
Charge = 0
Orbital gap = 10.2 eV

Here are the natural (NBO) charges for atoms 1 to 2, given in e: number 1, C, carries -0.052; number 2, O, carries -0.743

=====

6.
This record from the OMol25 dataset describes 2 unconnected molecules or ions with the total composition C2H9NO2. The level of theory is ωB97M-V with the def2-TZVPD basis set.

The geometry in XYZ format:
```
14
Properties=species:S:1:pos:R:3
C -2.24613 0.87574 -0.72260
O -0.93950 1.31499 -0.33964
H -2.70638 1.68142 -1.30934
H -2.29377 0.02365 -1.39442
H -2.85379 0.65756 0.14998
H -0.49668 1.43479 -1.17100
N 0.82991 -1.33457 1.11839
C 1.95557 -0.96950 0.34631
O 2.05023 0.46599 0.08991
H 0.72404 -1.01820 2.07403
H -0.03067 -1.40513 0.61718
H 2.89138 -1.16779 0.85992
H 1.90407 -1.45316 -0.62706
H 1.21174 0.89420 0.30835
```

Values from the calculation:
E_HOMO = -9.33 eV
Molar mass = 79.099 g/mol
Calculated total energy = -286.797473 Eh
Spin multiplicity = 1
Charge = 0
Orbital gap = 10.1 eV

Here are the natural (NBO) charges for atoms 1 to 2, given in e: number 1, C, carries -0.256; number 2, O, carries -0.727

=====

7.
This record from the OMol25 dataset describes 2 unconnected molecules or ions with the total composition C2H9NO2. The level of theory is ωB97M-V with the def2-TZVPD basis set.

The geometry in XYZ format:
```
14
Properties=species:S:1:pos:R:3
C 0.47460 1.55049 -0.24414
O 0.68235 2.59039 -1.18841
C -0.31800 0.36576 -0.80914
N 0.08144 -0.87488 -0.20510
H -0.05166 1.98661 0.60412
H 1.42601 1.18090 0.13537
H 0.49034 2.24325 -2.06762
H -0.13634 0.36288 -1.89795
H -1.38283 0.48090 -0.62785
H -0.54402 -1.56161 0.16960
H 1.00182 -1.22165 -0.42036
H -0.11689 -3.44387 2.44168
H -1.60346 -3.23013 2.58209
O -0.82695 -2.87434 2.12564
```

Values from the calculation:
E_HOMO = -8.59 eV
Molar mass = 79.099 g/mol
Calculated total energy = -286.804594 Eh
Spin multiplicity = 1
Charge = 0
Orbital gap = 9.3 eV

Here are the natural (NBO) charges for atoms 1 to 2, given in e: number 1, C, carries -0.066; number 2, O, carries -0.721

=====

8.
This record from the OMol25 dataset describes 2 unconnected molecules or ions with the total composition C2H9NO2. The level of theory is ωB97M-V with the def2-TZVPD basis set.

The geometry in XYZ format:
```
14
Properties=species:S:1:pos:R:3
C -0.70578 -0.51947 -1.35038
N -0.90307 -1.37162 -0.14973
C -1.23548 -0.80449 1.21364
O -0.17238 0.01290 1.74270
H -1.46272 0.32955 -1.45514
H -0.72329 -1.08746 -2.25545
H 0.30543 0.08157 -1.23572
H 0.08052 -1.80413 0.03852
H -2.23543 -0.52493 1.06911
H -1.28958 -1.62547 1.93263
H -0.57038 0.31176 2.54894
H 2.07510 2.17016 -0.53563
H 3.32144 1.93712 -1.08036
O 2.48088 2.20672 -1.38749
```

Values from the calculation:
E_HOMO = -9.19 eV
Molar mass = 79.099 g/mol
Calculated total energy = -286.770399 Eh
Spin multiplicity = 1
Charge = 0
Orbital gap = 9.9 eV

Here are the natural (NBO) charges for atoms 1 to 2, given in e: number 1, C, carries -0.423; number 2, N, carries -0.638

=====

9.
This record from the OMol25 dataset describes 3 unconnected molecules or ions with the total composition C2H9NO2. The level of theory is ωB97M-V with the def2-TZVPD basis set.

The geometry in XYZ format:
```
14
Properties=species:S:1:pos:R:3
C 1.12365 -1.76048 2.40677
C 0.34234 -2.00681 0.24651
N 0.71993 -2.60698 1.28495
H 0.31837 -1.10350 2.74533
H 1.41773 -2.38618 3.24557
H 1.97848 -1.13749 2.12106
H 0.04529 -2.59417 -0.62014
H 0.31248 -0.91667 0.15592
H -2.38782 2.14101 -1.98790
H -3.26306 3.35082 -1.75080
O -3.18449 2.57537 -2.32609
H 0.77441 2.39603 -1.10135
H 1.29368 1.82123 -2.40147
O 0.50901 2.22781 -2.01836
```

Values from the calculation:
E_HOMO = -9.86 eV
Molar mass = 79.099 g/mol
Calculated total energy = -286.788518 Eh
Spin multiplicity = 1
Charge = 0
Orbital gap = 10.2 eV

Here are the natural (NBO) charges for atoms 1 to 2, given in e: number 1, C, carries -0.458; number 2, C, carries -0.059

=====

10.
This record from the OMol25 dataset describes 3 unconnected molecules or ions with the total composition C2H9NO4. The level of theory is ωB97M-V with the def2-TZVPD basis set.

The geometry in XYZ format:
```
16
Properties=species:S:1:pos:R:3
O 2.86995 0.98148 3.02147
C 1.81788 0.41044 3.18930
N 0.86212 0.27770 2.23414
C 1.06960 0.64392 0.87121
O 0.63094 1.99766 0.67711
H 1.56732 -0.08203 4.14120
H -0.07270 -0.00984 2.45172
H 2.08876 0.59858 0.50481
H 0.41334 0.03248 0.25503
H 1.35496 2.59345 0.47909
H 0.13574 0.25740 -1.97503
H 1.24614 -0.53729 -2.64052
O 0.28325 -0.44278 -2.61840
H -5.02522 -2.92143 -3.79858
H -4.18468 -1.71414 -3.47708
O -5.05742 -2.08559 -3.31547
```

Values from the calculation:
E_HOMO = -10.34 eV
Molar mass = 111.097 g/mol
Calculated total energy = -437.308146 Eh
Spin multiplicity = 1
Charge = 0
Orbital gap = 10.8 eV

Here are the natural (NBO) charges for atoms 1 to 2, given in e: number 1, O, carries -0.598; number 2, C, carries 0.536

=====

| no. | maximum force (eV/A) |
| --- | --- |
| 1 | 3.8 |
| 2 | 1.1 |
| 3 | 7.3 |
| 4 | 4.5 |
| 5 | 2.3 |
| 6 | 1.7 |
| 7 | 0.7 |
| 8 | 4.0 |
| 9 | 0.6 |
| 10 | 1.8 |